[1]
Below is C50H90AlF12N2O20P2 as an isolated structure, with properties calculated with ωB97M-V with the def2-TZVPD basis set.

Calculated values
- Gap between HOMO and LUMO: 0.1201 Ha
- Total charge: -1
- HOMO level: -0.17604 Ha
- LUMO level: -1.523 eV

The geometry in XYZ format:
```
177
Properties=species:S:1:pos:R:3:lowdin_charge:R:1
Al 20.7912 -8.1350 20.5634 1.1289
C 20.6098 -13.6340 21.7206 -0.0465
C 19.5413 -13.2922 20.6084 -0.4174
C 18.6674 -14.5592 20.6135 -0.1803
C 17.3728 -14.5921 19.8150 -0.1784
C 16.6028 -13.3176 20.1860 -0.1702
C 17.2918 -11.9805 20.1340 -0.4129
N 18.6143 -12.1358 20.9225 0.0201
O 19.2192 -10.8169 21.3738 -0.1401
C 16.4154 -10.8679 20.8380 -0.0184
C 17.6060 -11.5814 18.6321 -0.0025
C 20.3475 -13.1789 19.2155 -0.0040
H 21.2028 -14.5421 21.6122 0.0833
H 20.2766 -13.4445 22.7410 0.0813
H 21.3876 -12.8784 21.6110 0.0714
H 18.4356 -14.8360 21.6420 0.1160
H 19.2877 -15.3875 20.2710 0.1162
H 16.7476 -15.4518 20.0563 0.1114
H 17.5831 -14.6322 18.7463 0.1008
H 16.2640 -13.5401 21.1978 0.1178
H 15.7135 -13.3255 19.5558 0.1239
H 16.8682 -9.8790 20.7663 0.0618
H 16.1747 -11.1351 21.8670 0.0731
H 15.4891 -10.7285 20.2807 0.0737
H 16.7994 -11.0215 18.1589 0.0803
H 17.8835 -12.3216 17.8816 0.0701
H 18.5062 -10.9682 18.5907 0.0550
H 20.6432 -12.1544 18.9896 0.0688
H 19.6852 -13.4564 18.3955 0.0575
H 21.2738 -13.7399 19.0916 0.0806
C 20.4523 -6.6968 26.0991 -0.0226
C 19.8667 -8.1845 26.1434 -0.3973
C 18.9809 -8.3836 27.4749 -0.1783
C 17.5971 -7.7561 27.5035 -0.1483
C 16.8970 -8.4270 26.2370 -0.1302
C 17.5779 -8.0915 24.8672 -0.4019
N 19.0444 -8.5563 24.8693 0.0033
O 19.7951 -8.2932 23.6565 -0.1298
C 17.2458 -6.5251 24.6772 -0.0336
C 16.7343 -8.6954 23.6884 -0.0414
C 21.0755 -9.0915 26.4183 -0.0678
H 21.4169 -6.6771 25.5919 0.0751
H 20.6407 -6.3300 27.1081 0.0794
H 19.8343 -6.0222 25.5065 0.0471
H 19.4819 -7.8947 28.3104 0.1038
H 19.0997 -9.4282 27.7628 0.1020
H 17.8254 -6.7065 27.3179 0.0938
H 17.1262 -7.9583 28.4655 0.1077
H 15.8457 -8.1417 26.1983 0.1094
H 16.9440 -9.5144 26.2957 0.1103
H 17.6875 -5.8884 25.4437 0.0557
H 16.2081 -6.2283 24.5247 0.0796
H 17.6022 -6.0927 23.7422 0.0670
H 16.7076 -9.7845 23.7255 0.0698
H 17.0682 -8.3329 22.7162 0.0761
H 15.6775 -8.4309 23.7257 0.0829
H 21.7390 -9.0978 25.5536 0.0768
H 20.7552 -10.1242 26.5563 0.0798
H 21.8089 -8.7857 27.1644 0.0890
P 23.6017 -6.6972 18.4684 0.1732
F 23.7294 -6.5530 16.9024 -0.1348
F 23.1779 -8.2717 18.4129 -0.2127
F 25.2352 -7.0877 18.5789 -0.1986
F 23.4613 -6.7795 20.0884 -0.2097
F 23.8873 -5.1096 18.6079 -0.1546
F 21.9877 -6.6211 18.3942 -0.2338
P 18.0030 -6.0500 19.2524 0.2775
F 18.2626 -4.4470 18.7363 -0.1956
F 19.4998 -6.4331 18.7559 -0.2353
F 18.5608 -5.9037 20.7665 -0.1656
F 17.8933 -7.6701 19.5036 -0.2251
F 16.5220 -5.8099 19.8549 -0.1487
F 17.5370 -6.4673 17.7159 -0.1913
C 14.4032 -1.5691 15.3614 -0.1411
C 13.3469 -0.4823 15.5234 -0.1893
C 13.6217 -0.0464 16.8923 -0.2112
O 15.0786 -0.0087 16.9444 -0.1588
C 15.6432 -1.0298 16.1761 -0.1957
H 14.7210 -1.7067 14.3279 0.1121
H 14.0667 -2.4437 15.9181 0.0960
H 12.3229 -0.7379 15.2509 0.1174
H 13.5751 0.4159 14.9496 0.1195
H 13.1566 -0.6453 17.6753 0.1114
H 13.3055 0.9712 17.1214 0.1217
H 15.9855 -1.8163 16.8486 0.1060
H 16.4393 -0.6424 15.5403 0.1121
C 19.9910 -3.4952 22.4002 -0.1424
C 20.6889 -3.0866 21.0587 -0.1202
C 21.4947 -4.3883 20.7513 -0.2282
O 21.1967 -5.3671 21.6870 -0.1915
C 20.6973 -4.7589 22.8348 -0.2276
H 18.9348 -3.7163 22.2469 0.0912
H 19.9675 -2.6905 23.1351 0.1048
H 21.3955 -2.2638 21.1674 0.1005
H 20.0721 -2.7825 20.2131 0.0776
H 22.5766 -4.2688 20.6937 0.1118
H 21.2400 -4.4997 19.6973 0.1028
H 21.4802 -4.5778 23.5713 0.1193
H 20.0080 -5.3819 23.4047 0.0893
C 17.0923 1.2667 18.9270 -0.1829
C 18.0203 0.2177 18.4689 -0.1911
C 18.8326 -0.0771 19.7045 -0.1706
O 18.6241 1.0688 20.5694 -0.1591
C 17.9488 2.1068 19.9283 -0.1888
H 16.2049 0.7595 19.3055 0.0948
H 16.7060 1.9213 18.1457 0.1079
H 18.6830 0.5805 17.6833 0.1205
H 17.5726 -0.6709 18.0238 0.0985
H 19.8802 -0.2333 19.4470 0.1155
H 18.4724 -0.9127 20.3047 0.1022
H 18.7048 2.7054 19.4203 0.1153
H 17.3785 2.6894 20.6517 0.1168
C 15.4922 -5.1014 15.4486 -0.0165
C 15.6747 -6.3864 14.6834 -0.3305
C 14.4143 -6.9972 14.0370 -0.0816
O 14.8191 -7.3840 12.7261 0.0653
C 16.0194 -6.8246 12.4266 -0.5193
O 16.6349 -6.8431 11.3830 0.1374
O 16.4751 -6.1772 13.5301 0.0696
H 15.5852 -4.2283 14.8028 0.0896
H 16.3322 -5.0607 16.1420 0.0658
H 14.5868 -5.1610 16.0525 0.0863
H 16.0767 -7.0753 15.4264 0.1347
H 13.6244 -6.2478 13.9883 0.1320
H 14.0049 -7.9043 14.4815 0.1247
C 19.4784 -5.4811 15.0520 0.0014
C 19.7648 -4.0556 15.4575 -0.3207
C 20.9860 -3.4457 14.8531 -0.1014
O 20.5340 -2.3053 14.1710 0.1063
C 19.2480 -2.1273 14.3952 -0.5826
O 18.5766 -1.1696 14.0651 0.1232
O 18.7618 -3.2378 14.8978 0.1031
H 20.3103 -6.1828 15.1115 0.0927
H 19.3151 -5.4090 13.9767 0.0910
H 18.4950 -5.7901 15.4065 0.0656
H 19.9100 -4.0405 16.5376 0.1494
H 21.4807 -4.1698 14.2059 0.1365
H 21.7217 -3.2422 15.6312 0.1417
C 20.8368 -10.6530 13.2906 -0.0140
C 20.4359 -9.7006 14.4190 -0.3277
C 18.9144 -9.6697 14.6916 -0.0758
O 18.9909 -9.2832 16.0558 0.0539
C 20.0973 -9.7466 16.6477 -0.4877
O 20.3040 -9.6878 17.8408 0.0779
O 20.9779 -10.1855 15.6516 0.0683
H 20.5186 -11.6301 13.6541 0.0896
H 21.9165 -10.6417 13.1414 0.0825
H 20.4226 -10.2935 12.3487 0.0872
H 20.7749 -8.6660 14.3663 0.1506
H 18.4405 -10.6427 14.5621 0.1367
H 18.4593 -8.8962 14.0729 0.1347
C 15.6989 -2.0789 20.9610 0.0006
C 14.4347 -2.8517 21.4054 -0.3148
C 13.7782 -3.7475 20.3212 -0.1085
O 13.3913 -4.7658 21.1407 0.0640
C 13.7715 -4.6811 22.4113 -0.5520
O 13.2598 -5.2608 23.3548 0.1320
O 14.6367 -3.6892 22.4990 0.1101
H 15.6539 -1.2754 20.2258 0.0709
H 16.4773 -2.7345 20.5707 0.0758
H 16.0357 -1.6421 21.9012 0.0895
H 13.7621 -2.0685 21.7550 0.1490
H 14.4987 -3.9204 19.5218 0.1286
H 12.9003 -3.2019 19.9753 0.1334
C 12.2250 -8.1704 19.2332 -0.0106
C 12.4973 -8.3675 17.7458 -0.2540
C 13.9716 -8.4762 17.4488 -0.1393
O 14.1211 -9.7261 16.9318 0.0721
C 12.9231 -10.2906 16.6940 -0.5687
O 12.8043 -11.3408 16.0288 0.0998
O 12.0443 -9.7171 17.4260 0.1203
H 12.3028 -9.1023 19.7932 0.0974
H 11.1942 -7.8367 19.3525 0.0837
H 12.9112 -7.4498 19.6783 0.0845
H 11.9793 -7.5793 17.1995 0.1529
H 14.5315 -8.4571 18.3838 0.1400
H 14.3803 -7.7074 16.7930 0.1131
```



[2]
Below is C28H27N3PtSSi as an isolated structure, with properties calculated with ωB97M-V with the def2-TZVPD basis set.

Calculated values
- 2S+1: 3
- Gap between HOMO and LUMO (alpha / beta): 0.1733 / 0.2270 Ha
- Energy above the lowest of the compared OMol25 structures with the same formula, charge and spin: 6.0405 eV
- HOMO level (alpha / beta): -0.19624 / -0.25118 Ha
- LUMO level (alpha / beta): -0.625 / -0.657 eV

The geometry in XYZ format:
```
61
Properties=species:S:1:pos:R:3:nbo_charge:R:1
C 1.5076 2.1930 0.9053 -0.2796
C 0.7178 2.7785 -0.1477 -0.2668
C -0.6113 2.3542 -0.0068 -0.2862
H 1.1115 3.4136 -0.9381 0.2078
C -0.6738 1.4792 1.1582 -0.3668
C 0.6567 1.4350 1.7261 -0.3014
H 0.9252 0.8366 2.5900 0.2021
H 2.5805 2.3052 1.0231 0.2055
H -1.4565 2.5464 -0.6744 0.2204
H -1.6376 1.2436 1.6933 0.2029
Pt -1.5452 -0.5756 1.0659 0.6797
C -1.6513 -1.6365 -0.4903 -0.8690
H -2.7016 -1.8280 -0.7698 0.2032
H -1.2017 -2.5750 -0.1350 0.1780
H -1.0731 -1.2156 -1.3331 0.2070
Si 0.5058 0.9966 -3.2250 1.2807
C 1.9826 -0.1192 -3.3215 -0.4926
C 3.2493 0.4659 -3.0419 -0.1876
H 3.2910 1.3971 -2.4570 0.2249
C 4.4155 -0.1635 -3.4798 -0.2236
H 5.3888 0.3374 -3.4227 0.2177
C 4.3543 -1.4751 -3.9764 -0.2179
H 5.2525 -1.9694 -4.3556 0.2152
C 3.1333 -2.1662 -3.9187 -0.2169
H 3.1144 -3.2398 -4.1390 0.2122
C 1.9526 -1.5059 -3.5766 -0.2148
H 0.9961 -2.0306 -3.4607 0.2240
C -1.2134 0.7704 -3.6569 -0.5102
C -0.7947 1.6223 -4.7858 -0.4224
H -0.1399 1.2949 -5.6069 0.2477
C -1.6278 2.7596 -5.0018 -0.1877
H -1.3056 3.5203 -5.7037 0.2059
C -2.8740 2.8740 -4.3864 -0.2213
H -3.5185 3.7184 -4.6150 0.2135
C -3.3221 1.9114 -3.4780 -0.2382
H -4.3163 2.0069 -3.0311 0.2116
C -2.4796 0.8482 -3.0981 -0.1716
H -2.7786 0.1322 -2.3403 0.2289
H -3.0372 -0.0531 0.8098 -0.0036
H 0.8030 2.1953 -2.5943 -0.1865
N -0.4641 -2.3216 4.6657 -0.5117
C -1.0843 -1.1965 5.2181 0.0956
C -1.1292 -0.7364 6.5303 -0.2330
C -1.3849 0.6332 6.7277 -0.1996
C -1.5494 1.5042 5.6373 -0.2164
C -1.5865 1.0136 4.3273 -0.2140
C -1.4336 -0.3663 4.1350 0.1733
N -1.1173 -1.0666 2.9711 -0.5769
C -0.4495 -2.2072 3.3051 0.3715
C 0.4981 -2.8294 2.4122 0.0439
C 1.2911 -3.9684 2.6039 -0.4147
S 2.3944 -4.1818 1.2890 0.4436
C 1.7499 -2.7243 0.5473 -0.0956
N 0.8046 -2.1418 1.2475 -0.4234
H -0.0509 -3.0996 5.1814 0.4241
H -1.0094 -1.4502 7.3476 0.2185
H -1.4625 1.0267 7.7433 0.2223
H -1.6502 2.5783 5.8168 0.2267
H -1.6435 1.6809 3.4716 0.2491
H 1.1900 -4.6540 3.4367 0.2429
H 2.1081 -2.3752 -0.4183 0.2501
```



[3]
Below is one molecule with the formula C13H13NO3S2, with properties calculated with ωB97M-V with the def2-TZVPD basis set.

Calculated values
- Gap between HOMO and LUMO: 0.2813 Ha
- Energy above the lowest of the compared OMol25 structures with the same formula, charge and spin: 8.5999 eV
- HOMO level: -0.29805 Ha
- LUMO level: -0.456 eV

The geometry in XYZ format:
```
32
Properties=species:S:1:pos:R:3:nbo_charge:R:1
C -1.6970 -0.3777 -1.9403 -0.7102
C -1.7374 0.2002 -0.6730 0.2054
C -2.3708 -0.2810 0.3606 -0.3848
C -3.1292 -1.6986 0.4270 0.7937
O -3.2450 -2.6392 -0.6053 -0.6158
O -3.7554 -1.9846 1.7212 -0.7235
S -2.5043 0.6748 1.6858 0.5309
C -1.6314 1.8824 0.8263 -0.0748
S -1.0008 3.2353 1.5176 -0.2547
N -1.4426 1.6379 -0.3481 -0.3674
C -0.6523 2.3108 -1.3561 -0.2715
C 0.9502 2.0090 -0.9149 -0.0507
O 1.1189 0.5125 -1.2082 -0.5880
C 1.7883 -0.1647 -0.0001 0.2785
C 2.8249 0.4470 0.5333 -0.2835
C 3.5308 -0.2619 1.6715 -0.2035
C 3.3610 -1.5383 1.6732 -0.2035
C 2.2184 -2.2834 1.0590 -0.1801
C 1.5917 -1.6430 0.1055 -0.1926
H -2.1468 -1.4127 -1.9562 0.3057
H -0.6844 -0.3242 -2.3472 0.2623
H -2.3008 0.2092 -2.8872 0.2283
H -4.2181 -2.8940 1.8579 0.5298
H -0.7638 1.7758 -2.3974 0.2564
H -0.8236 3.2384 -0.9624 0.2565
H 1.1613 2.0742 0.0628 0.1973
H 1.6028 2.6267 -1.6919 0.1966
H 3.0191 1.5834 0.6375 0.2324
H 4.3390 0.2673 2.1907 0.2285
H 3.7349 -2.1801 2.6385 0.2045
H 2.0094 -3.1024 0.8696 0.1827
H 0.8530 -1.8990 -0.5498 0.2149
```